This record from the Open Molecules 2025 dataset describes a gas-phase ion, C7H9N2O (charge +1) in a non-equilibrium geometry. The level of theory is wB97M-V/def2-TZVPD.

Geometry (Å):
C -1.4979 0.3665 1.7239
C -0.5848 0.8792 2.5301
C -1.4001 -0.2033 0.4337
C 0.8735 0.9530 2.2558
C -0.2367 -0.6302 -0.0956
C 1.5070 0.3490 1.1881
C -0.5216 -0.4399 -2.3960
N -0.0243 -0.7006 -3.5491
N 0.0597 -1.0170 -1.3206
O 2.6530 0.0478 0.6955
H -2.5050 0.4029 2.1932
H -0.8117 1.2623 3.5110
H -2.3140 -0.4607 -0.0548
H 1.3950 1.6396 2.8894
H -1.0093 0.5185 -2.0729
H -0.4183 -0.1177 -4.3157
H 0.7521 -1.3324 -3.5303
H 0.7802 -1.6926 -1.4805
H 3.3033 0.1755 1.3947

Forces on atoms 1 to 3 (eV/Å):
C -2.52 0.29 1.37
C 3.07 0.05 -0.25
C 1.47 -1.03 -0.61

## Properties
Charge   +1
E_HOMO   -11.5 eV
Multiplicity   1
Energy   -12420.798 eV